C5H11N | ωB97M-V/def2-TZVPD

Bonds (Å) are listed after each position.
Cartesian coordinates (Å):
1 N -0.087 -1.025 -0.156  C2 1.298, C4 1.327, C5 1.453
2 C -1.135 -1.169 -0.907  N1 1.298, H10 1.083, H15 1.082
3 C -1.582 1.965 0.781  H7 1.094, H8 1.095, H9 1.094, H16 1.094
4 C 1.011 -0.402 0.254  N1 1.327, C5 1.483, C6 1.490
5 C 0.829 -1.821 0.644  N1 1.453, C4 1.483, H14 1.091, H17 1.099
6 C 2.002 0.321 -0.592  C4 1.490, H11 1.096, H12 1.104, H13 1.094
7 H -2.447 1.431 1.185  C3 1.094
8 H -0.682 1.353 0.909  C3 1.095
9 H -1.459 2.913 1.313  C3 1.094
10 H -1.404 -0.372 -1.590  C2 1.083
11 H 1.550 1.223 -1.020  C6 1.096
12 H 2.371 -0.303 -1.425  C6 1.104
13 H 2.863 0.635 0.005  C6 1.094
14 H 0.514 -2.075 1.658  C5 1.091
15 H -1.757 -2.044 -0.775  C2 1.082
16 H -1.749 2.164 -0.281  C3 1.094
17 H 1.277 -2.652 0.082  C5 1.099

The HOMO-LUMO gap (alpha / beta) comes out at 8.1 / 8.1 eV. For the energy above the lowest of the compared OMol25 structures with the same formula, charge and spin, the calculation gives 370.3 kJ/mol. The charge is 0.

These are the natural (NBO) partial charges, in e, on atoms 1 to 6: -0.205 -0.292 -0.862 -0.008 -0.231 -0.652

=====

C45H44BCl2N2O22PS | ωB97M-V/def2-TZVPD

Bonds (Å) are listed after each position.
Cartesian coordinates (Å):
1 Cl -3.523 0.686 2.011  C44 1.858
2 Cl 9.234 -3.938 -1.665  P4 2.117
3 S 2.940 -1.377 -4.234  C39 1.869, C52 1.871
4 P 7.260 -4.665 -1.903  Cl2 2.117, O20 1.739, C32 1.887
5 O 8.077 -11.767 -5.271  C45 1.361, H91 0.977
6 O 0.779 -0.048 1.248  B74 1.444, H100 0.992
7 O -6.137 4.249 -3.638  C49 1.362, H110 0.977
8 O 8.850 -9.452 -6.479  C59 1.218
9 O -3.701 8.818 7.471  C36 1.362, H88 0.978
10 O -0.634 1.839 0.502  C67 1.461, B74 1.443
11 O -2.362 3.793 9.468  C57 1.361, H80 0.977
12 O -0.051 3.591 4.079  C64 1.366, H117 0.978
13 O -3.947 2.362 0.074  C34 1.220
14 O -1.142 9.042 4.527  C46 1.363, H99 0.977
15 O -2.117 4.793 2.763  C37 1.218
16 O -5.792 3.302 1.840  C42 1.361, H118 0.979
17 O -0.256 -6.183 -0.475  C62 1.468, H108 0.988
18 O 0.976 7.863 5.768  C69 1.220
19 O -7.933 5.264 -1.862  C29 1.219
20 O 7.108 -5.131 -3.572  P4 1.739, H86 0.991
21 O 5.221 -7.011 -4.741  C61 1.365, H105 0.979
22 O -1.048 -4.330 -3.477  C40 1.466, C71 1.445
23 O -3.400 6.638 5.868  C73 1.220
24 O 4.500 -9.304 -3.464  C50 1.219
25 O -2.749 5.953 11.079  C31 1.219
26 O -2.527 -2.844 -4.674  C40 1.433, C63 1.469
27 N 2.623 -0.017 -1.277  C43 1.506, C58 1.474, C70 1.476
28 N 4.557 1.591 -1.489  C43 1.480, H101 1.026, H109 1.026
29 C -7.033 4.585 -1.397  O19 1.219, C33 1.466, C49 1.491
30 C 6.262 -10.603 -4.336  C45 1.335, C50 1.466, H82 1.082
31 C -2.887 6.137 9.882  O25 1.219, C56 1.466, C57 1.491
32 C 5.978 -3.300 -1.669  P4 1.887, C65 1.578, C68 1.553
33 C -6.919 4.306 0.039  C29 1.466, C42 1.336, H115 1.082
34 C -4.865 3.013 -0.395  O13 1.220, C42 1.491, C55 1.467
35 C -2.865 5.155 7.620  C57 1.335, C73 1.466, H89 1.082
36 C -3.387 7.605 8.006  O9 1.362, C56 1.335, C73 1.491
37 C -1.430 5.514 3.462  O15 1.218, C54 1.465, C64 1.493
38 C 0.011 -0.059 -1.293  C41 1.560, C70 1.576, B74 1.623
39 C 3.998 -1.807 -2.755  S3 1.869, C58 1.571, C65 1.544
40 C -2.419 -3.839 -3.648  O22 1.466, O26 1.433, H76 1.159, H79 1.143
41 C -1.355 -0.407 -1.960  C38 1.560, C48 1.623, C53 1.561
42 C -5.909 3.571 0.511  O16 1.361, C33 1.336, C34 1.491
43 C 3.093 1.384 -1.570  N27 1.506, N28 1.480, H103 1.158, H111 1.147
44 C -4.192 -0.647 0.902  Cl1 1.858, C47 1.625, H85 1.142, H97 1.153
45 C 7.356 -10.625 -5.101  O5 1.361, C30 1.335, C59 1.491
46 C -0.906 7.707 4.376  O14 1.363, C54 1.334, C69 1.490
47 C -3.048 -1.206 -0.108  C44 1.625, C48 1.608, H87 1.144, H94 1.145
48 C -2.758 -0.075 -1.214  C41 1.623, C47 1.608, H77 1.152, H113 1.155
49 C -6.004 4.003 -2.306  O7 1.362, C29 1.491, C55 1.335
50 C 5.495 -9.365 -4.166  O24 1.219, C30 1.466, C61 1.490
51 C -0.055 -1.363 -4.095  C52 1.556, C53 1.547, H75 1.152
52 C 1.299 -1.011 -3.414  S3 1.871, C51 1.556, C70 1.556
53 C -1.391 -1.086 -3.365  C41 1.561, C51 1.547, C63 1.599
54 C -1.694 6.948 3.613  C37 1.465, C46 1.334, H107 1.082
55 C -4.992 3.271 -1.833  C34 1.467, C49 1.335, H96 1.082
56 C -3.228 7.448 9.322  C31 1.466, C36 1.335, H93 1.082
57 C -2.703 4.999 8.936  O11 1.361, C31 1.491, C35 1.335
58 C 3.685 -1.028 -1.428  N27 1.474, C39 1.571, C66 1.575
59 C 7.837 -9.401 -5.803  O8 1.218, C45 1.491, C72 1.467
60 C 0.518 5.695 4.964  C64 1.335, C69 1.467, H81 1.082
61 C 5.961 -8.149 -4.889  O21 1.365, C50 1.490, C72 1.333
62 C -1.310 -5.477 -1.212  O17 1.468, C71 1.622, H90 1.154, H104 1.148
63 C -2.749 -1.514 -4.092  O26 1.469, C53 1.599, H98 1.152, H116 1.140
64 C -0.272 4.933 4.205  O12 1.366, C37 1.493, C60 1.335
65 C 5.088 -2.890 -2.906  C32 1.578, C39 1.544, H92 1.141
66 C 4.598 -1.416 -0.204  C58 1.575, C68 1.573, H106 1.142
67 C 0.291 2.969 0.441  O10 1.461, H83 1.151, H84 1.143, H114 1.156
68 C 5.709 -2.519 -0.354  C32 1.553, C66 1.573, H102 1.137
69 C 0.266 7.134 5.095  O18 1.220, C46 1.490, C60 1.467
70 C 1.385 -0.365 -2.002  N27 1.476, C38 1.576, C52 1.556
71 C -1.060 -5.611 -2.808  O22 1.445, C62 1.622, H78 1.156, H95 1.150
72 C 7.055 -8.168 -5.651  C59 1.467, C61 1.333, H112 1.082
73 C -3.229 6.461 7.062  O23 1.220, C35 1.466, C36 1.491
74 B 0.052 0.608 0.187  O6 1.444, O10 1.443, C38 1.623
75 H -0.126 -1.835 -5.144  C51 1.152
76 H -3.021 -4.759 -4.015  C40 1.159
77 H -2.699 0.985 -0.766  C48 1.152
78 H -0.015 -6.096 -2.905  C71 1.156
79 H -2.797 -3.516 -2.619  C40 1.143
80 H -2.307 3.941 10.432  O11 0.977
81 H 1.361 5.288 5.506  C60 1.082
82 H 5.904 -11.483 -3.820  C30 1.082
83 H 0.711 3.032 -0.628  C67 1.151
84 H 1.148 2.817 1.183  C67 1.143
85 H -4.598 -1.498 1.546  C44 1.142
86 H 6.202 -5.500 -3.729  O20 0.991
87 H -2.077 -1.432 0.454  C47 1.144
88 H -3.761 8.669 6.507  O9 0.978
89 H -2.736 4.338 6.923  C35 1.082
90 H -2.305 -5.984 -0.920  C62 1.154
91 H 8.816 -11.522 -5.863  O5 0.977
92 H 5.241 -3.404 -3.914  C65 1.141
93 H -3.342 8.269 10.017  C56 1.082
94 H -3.407 -2.194 -0.564  C47 1.145
95 H -1.800 -6.358 -3.272  C71 1.150
96 H -4.238 2.846 -2.482  C55 1.082
97 H -5.070 -0.157 0.339  C44 1.153
98 H -3.628 -1.605 -3.353  C63 1.152
99 H -0.436 9.364 5.122  O14 0.977
100 H 0.546 -1.010 1.183  O6 0.992
101 H 4.956 1.306 -0.588  N28 1.026
102 H 6.329 -2.730 0.575  C68 1.137
103 H 2.622 2.057 -0.754  C43 1.158
104 H -1.307 -4.386 -0.854  C62 1.148
105 H 4.485 -7.255 -4.143  O21 0.979
106 H 4.435 -0.876 0.788  C66 1.142
107 H -2.546 7.352 3.084  C54 1.082
108 H -0.556 -6.311 0.457  O17 0.988
109 H 5.064 1.201 -2.292  N28 1.026
110 H -6.941 4.799 -3.722  O7 0.977
111 H 2.747 1.797 -2.582  C43 1.147
112 H 7.404 -7.291 -6.180  C72 1.082
113 H -3.589 -0.013 -2.013  C48 1.155
114 H -0.335 3.914 0.666  C67 1.156
115 H -7.682 4.719 0.685  C33 1.082
116 H -3.000 -0.726 -4.878  C63 1.140
117 H -0.752 3.263 3.481  O12 0.978
118 H -4.984 2.757 1.927  O16 0.979

Its SMILES is COB(O)c1c(CCCCl)c(COCOCCO)cc2c1N(CN)c1ccc(P(O)Cl)cc1S2.O=C1C=C(O)C(=O)C=C1O.O=C1C=C(O)C(=O)C=C1O.O=C1C=C(O)C(=O)C=C1O.O=C1C=C(O)C(=O)C=C1O. The HOMO-LUMO gap comes out at 6.3 eV. For the energy above the lowest of the compared OMol25 structures with the same formula, charge and spin, the calculation gives 1060.0 kJ/mol. The charge is 0.

These are the Löwdin partial charges, in e, on atoms 1 to 6: 0.601 0.120 0.868 0.571 0.096 0.094

=====

C4H4I2O | ωB97M-V/def2-TZVPD

Bonds (Å) are listed after each position.
Cartesian coordinates (Å):
1 I -2.570 0.591 0.336  C6 2.201
2 I 2.938 -0.229 -4.292  C7 2.017
3 O 0.369 -0.074 0.631  C4 1.421, C6 1.367
4 C 0.414 -1.015 -0.433  O3 1.421, C5 1.462, H8 1.096, H9 1.102
5 C 1.225 -0.688 -1.605  C4 1.462, C7 1.204
6 C -0.422 1.035 0.515  I1 2.201, O3 1.367, H10 1.092, H11 1.087
7 C 1.886 -0.551 -2.602  I2 2.017, C5 1.204
8 H 0.833 -1.914 0.034  C4 1.096
9 H -0.609 -1.238 -0.775  C4 1.102
10 H -0.197 1.652 -0.357  C6 1.092
11 H -0.314 1.603 1.436  C6 1.087

Its SMILES is IC#CCOCI. The HOMO-LUMO gap comes out at 9.7 eV. For the energy above the lowest of the compared OMol25 structures with the same formula, charge and spin, the calculation gives 119.7 kJ/mol. The charge is 0.

These are the natural (NBO) partial charges, in e, on atoms 1 to 6: -0.032 0.294 -0.506 -0.147 -0.082 -0.132